Record 1
This record from the OMol25 dataset describes a molecular structure, C44H40N6O8P2PtS3. The level of theory is ωB97M-V/def2-TZVPD.

Its expectation value of S² is 2.007. As for the calculated total energy: -4627.6116 Eh.

Structure (ORCA input):
```
! wB97M-V def2-TZVPD RIJCOSX def2/J DEFGRID3
* xyz 0 3
C -2.4932 3.4452 -0.4975
C 0.2039 -3.6552 2.6367
H 0.7796 -4.1352 -1.7425
C 1.8409 -2.9376 0.5154
H 5.7959 2.8334 -0.1171
H 6.8795 4.0896 3.1084
C -1.9346 3.5780 -1.7658
H 3.4207 -3.8785 1.6097
C 3.0239 0.3349 -0.2689
H -0.4361 -3.9332 3.4635
H -1.5006 -3.1960 -3.2050
Pt 0.3445 0.6714 -0.2186
H 1.9642 -4.5245 3.4984
C -5.2608 -1.4990 0.4539
H -1.1639 2.5514 -3.4823
C -5.1942 -4.6637 -4.0433
N -1.7955 -1.6696 -0.9529
C 6.7148 0.2068 -0.9894
P -2.6983 -0.5680 0.1263
H 2.3686 5.2450 2.4968
C -2.4534 -3.3534 -2.7071
H -3.3582 -2.5862 -4.5176
H -6.8267 0.3484 -2.5378
H -2.7387 4.3287 0.0764
P -0.1245 -1.4829 -0.7980
H -4.9969 -4.4747 -5.0984
C 1.5749 -3.8053 -3.7042
H 8.3331 -0.2777 0.3507
C -7.1877 -0.9344 -0.8555
O 6.1382 -1.3078 3.3577
H 1.7867 -0.7967 -5.2478
C 3.7493 3.4479 -0.0116
C -6.6237 -1.6010 0.2188
H 4.3440 -0.4612 1.9491
C 1.5484 -1.5295 -4.4887
H -8.2523 -1.0026 -1.0375
C -1.0011 2.0400 3.9476
C 3.1198 4.7055 1.9376
C -5.0263 -0.0831 -1.4685
C 1.5506 -3.9880 2.6551
H 7.3204 3.2055 1.7178
O 1.1537 4.1708 -1.2887
O 8.1071 -0.6764 2.7486
H -4.8253 -1.9970 1.3132
C 0.9873 -3.4040 -2.5164
C 2.7803 4.1206 0.7279
O 0.4106 5.1682 0.8777
C -2.3319 -3.0262 -1.2149
H -1.3234 -0.0333 3.3936
H -2.6673 -4.4236 -2.7919
H 2.3111 -3.1812 -5.6189
S 1.1163 4.1427 0.1452
O 2.5568 0.5376 -1.4096
C 4.4123 4.6071 2.4203
O 2.3210 0.2878 0.7800
H -1.6980 -3.7739 -0.7263
C -3.5265 -2.5637 -3.4391
S -0.3432 3.4271 3.1333
H -1.3699 -2.6732 1.5689
C 5.3527 0.3589 -1.1809
C -1.8016 1.1849 -1.9540
C 1.8481 -2.8680 -4.6922
N 7.6292 0.4653 -2.1208
C -6.3880 -0.1743 -1.6984
C 0.6666 -2.0626 -2.3130
C 7.2682 -0.1759 0.2192
C -0.9621 0.9531 3.1474
C 0.4900 -2.5985 0.4899
C -0.3244 -2.9555 1.5625
H 1.8223 -4.8470 -3.8598
H 2.4885 -2.6553 -0.3081
H -4.4670 -5.3782 -3.6603
H -1.7374 4.5629 -2.1651
H 3.4792 3.0131 -0.9672
O 8.8211 0.4525 -1.8852
N 6.6797 3.8384 2.1587
H -3.4945 -1.5179 -3.1367
H 4.6730 5.0715 3.3632
N -0.4014 1.1780 1.9187
N 6.9246 -0.8635 2.5481
C 0.9680 -1.1237 -3.2965
H -7.2436 -2.1905 0.8815
C 2.3682 -3.6271 1.5935
N 0.5224 2.7040 0.5668
C -2.3357 1.0440 -0.6667
H -6.1841 -5.1063 -3.9501
H -3.3191 -3.1144 -0.7548
C 6.3791 -0.4244 1.2489
C 5.0101 -0.2792 1.1192
H 0.7769 -0.0747 -3.1125
C 5.3898 3.9216 1.6955
C 4.5026 0.1288 -0.1071
C 5.0401 3.3489 0.4645
O 7.1329 0.6246 -3.2160
H 4.9528 0.6593 -2.1380
H -3.1015 2.0933 1.0489
C -1.6009 2.4532 -2.4973
S -5.2096 -3.1267 -3.1049
C -4.4446 -0.7506 -0.3903
H -4.4167 0.5316 -2.1194
H -1.6063 0.2998 -2.5483
C -0.0173 2.4338 1.7690
H -1.3820 2.1134 4.9514
C -2.6942 2.1911 0.0481
*
```

Record 2
This record from the OMol25 dataset describes a single C3H7NO3 molecule in a non-equilibrium geometry. The level of theory is ωB97M-V/def2-TZVPD.

As for the calculated total energy: -398.9482 Eh. As for the SMILES: O=C(O)NCCO. For the relative energy (zero: lowest compared OMol25 entry of this formula, charge and spin), the calculation gives 56.1 kcal per mole.

Structure (ORCA input):
```
! wB97M-V def2-TZVPD RIJCOSX def2/J DEFGRID3
* xyz 0 1
C -1.6073 -0.5066 0.7054
H 0.3054 -0.5093 -1.3881
N -0.9445 0.6603 1.0199
C 1.0281 -0.2128 -0.5151
H 0.1902 1.8002 -0.4534
H 0.9604 1.2670 1.1843
H 2.1575 0.3423 -2.1067
H 1.2309 -1.1125 0.2539
O 2.2181 0.3503 -1.1391
H -0.8487 -2.2155 0.2511
C 0.3610 0.9206 0.3034
H -1.5533 1.3841 0.8243
O -2.5589 -0.4971 -0.0241
O -0.9390 -1.6710 1.0842
*
```